# C34H91BO20

15 unconnected molecules or ions with the total composition C34H91BO20 at a distorted geometry (ωB97M-V/def2-TZVPD, OMol25).

```
146
Properties=species:S:1:pos:R:3:forces:R:3:lowdin_charge:R:1
O 0.933454 3.760500 -1.168300 -0.01 -0.08 -0.04 -0.095
O -2.901896 -2.081150 6.694044 0.00 0.06 -0.14 -0.086
O 3.009541 -1.817390 0.431174 1.58 -0.40 0.24 0.150
O 3.736130 0.213231 1.024453 3.99 2.94 -0.18 0.203
O -5.140443 -6.721075 3.584131 0.03 -0.09 0.08 -0.111
O -4.651899 -0.172341 -2.286199 -0.18 -0.01 -0.02 -0.082
O 6.891842 -0.832598 0.015820 0.13 0.02 -0.19 -0.096
O 7.845716 -4.578668 -1.134306 0.07 -0.15 -0.08 -0.094
O -4.107290 10.006895 -2.843853 0.09 0.09 0.16 -0.090
O -3.987171 6.066621 -4.444274 -0.27 0.13 -0.20 -0.098
O -2.982018 -3.798859 1.539366 0.03 0.08 -0.10 -0.091
O 2.422503 -3.664765 1.501192 0.70 -5.11 1.15 0.254
O -1.260566 -0.077623 -1.598055 -0.18 0.01 -0.19 -0.082
O 0.432870 1.659003 0.505894 0.32 -0.57 -0.38 0.157
O -1.660985 8.377777 -0.730168 0.03 0.00 0.02 -0.099
O 0.771708 1.657324 2.828012 0.86 0.20 0.05 0.199
O 1.799962 -0.747764 -4.839881 -0.08 -0.02 -0.06 -0.095
O 6.320203 -7.042888 0.097644 -0.04 -0.15 0.04 -0.085
O -0.086826 -2.476470 3.578053 -0.10 0.15 0.01 -0.149
O 3.428020 3.140571 1.020824 -0.19 0.07 0.20 -0.088
C 4.408764 4.029487 0.493113 0.06 -0.31 0.00 -0.296
C -1.782079 8.453671 0.687294 -0.27 0.17 -0.21 -0.313
C -0.261945 -2.037234 2.238090 0.42 -0.91 0.90 -0.133
C 1.509264 -0.438309 1.468026 0.00 0.95 0.26 0.089
C -2.997823 -3.212952 5.827481 0.00 -0.13 0.31 -0.325
C -0.729717 -1.054285 -2.494176 0.24 0.29 0.25 -0.297
C -5.622425 8.207932 -2.254955 0.03 -0.04 0.02 -0.079
C 5.150044 3.375189 -0.655687 -0.01 0.10 -0.14 -0.073
C -6.675386 -8.561173 3.993520 0.04 0.01 0.06 -0.091
C -6.517087 -7.098199 3.625364 0.14 -0.23 -0.19 -0.312
C 1.064040 -1.664205 1.690563 -0.07 0.45 -0.31 -0.042
C 4.971114 -5.071690 0.533034 0.13 -0.07 -0.08 -0.088
C -5.106638 -3.594688 2.697233 0.09 0.02 0.05 -0.087
C -5.433940 -1.377674 -4.244652 -0.05 -0.01 0.00 -0.093
C 2.176960 -2.582998 1.277057 -2.04 3.82 -1.34 -0.385
C 7.496020 0.275340 0.677422 -0.33 -0.22 0.27 -0.305
C 8.747548 -3.561315 0.874786 0.09 0.11 0.05 -0.082
C -3.029078 3.954822 -3.853166 -0.03 -0.18 0.00 -0.087
C 0.675602 4.705108 -2.206930 -0.31 -0.07 0.04 -0.291
C 3.041608 -2.834423 -4.950139 -0.06 -0.01 0.02 -0.088
C 6.003491 -6.046682 1.064083 0.06 0.05 -0.40 -0.314
C -4.271579 -3.998885 6.056595 -0.08 0.03 0.07 -0.092
C -5.481510 9.663341 -2.652447 0.10 -0.27 -0.15 -0.310
C -4.384996 -3.585030 1.363018 -0.01 -0.20 0.21 -0.294
C -4.011056 4.672953 -4.753456 0.42 0.12 0.13 -0.303
C 9.027995 -4.410107 -0.350120 -0.12 0.27 0.02 -0.293
C -0.000349 -2.113275 -1.704124 -0.03 -0.32 0.05 -0.062
C 7.462003 0.076636 2.182289 0.06 0.04 0.04 -0.078
C 2.317401 -1.744813 -5.719450 0.27 0.08 0.24 -0.314
C 2.905545 -0.581091 0.949324 -4.25 -1.59 -0.16 -0.452
C -3.180217 8.075622 1.140472 0.00 -0.05 0.00 -0.091
C 0.035722 -1.421064 4.515488 -0.23 -0.05 0.51 -0.077
C -5.353894 -0.047754 -3.516528 0.37 -0.18 0.01 -0.326
C -0.483291 5.611101 -1.840800 0.12 -0.09 0.09 -0.088
B 0.870231 1.015004 1.633492 -0.23 0.03 -0.36 -0.610
H 6.431729 -0.022096 2.532955 -0.01 0.09 -0.01 0.068
H -4.322735 -4.847082 5.372971 -0.05 -0.04 0.06 0.056
H 1.037090 2.393929 0.291108 -0.15 0.28 0.15 0.088
H -6.352292 0.317650 -3.279306 0.03 0.04 0.08 0.110
H 4.057146 -5.597934 0.258238 -0.04 0.00 0.11 0.077
H -0.250983 -0.448405 4.125831 -0.08 0.09 -0.30 0.083
H -0.636523 -1.643196 5.337001 -0.13 -0.02 0.22 0.071
H -2.120634 -3.850961 5.979077 0.00 -0.06 -0.16 0.115
H 5.979636 -0.888908 0.323274 -0.06 0.02 -0.04 0.061
H 0.126959 3.242385 -1.051136 -0.06 0.13 -0.15 0.072
H 1.586515 5.284212 -2.352595 0.07 -0.09 0.07 0.113
H 8.524338 0.352197 0.325562 -0.03 -0.09 -0.12 0.115
H 4.453760 3.090013 -1.445404 -0.04 0.07 0.01 0.079
H -1.046206 7.769121 1.108380 0.06 0.00 -0.08 0.107
H 5.346427 -4.576360 -0.365993 0.04 0.02 0.09 0.066
H -4.328699 -4.372011 7.082789 0.08 -0.06 -0.02 0.075
H -3.758917 -0.479220 -2.482354 0.04 0.15 0.17 0.055
H -1.533535 9.468844 1.014389 0.04 -0.05 0.14 0.109
H 2.991012 -1.270692 -6.440628 -0.03 -0.10 -0.10 0.107
H 1.470694 -2.159438 -6.264225 -0.07 0.10 0.03 0.111
H 3.879740 -2.417593 -4.386443 0.05 -0.01 -0.07 0.073
H -0.964552 -1.210294 2.210488 -0.09 0.25 -0.25 0.143
H -0.679533 6.339687 -2.628044 -0.03 0.04 0.05 0.076
H 2.369481 -3.303043 -4.230321 -0.03 -0.03 -0.05 0.066
H 7.967903 -4.020178 1.481691 0.12 0.08 0.04 0.055
H -4.967709 -4.555671 3.199380 -0.12 0.14 -0.15 0.037
H 2.544081 -0.366424 -4.361179 -0.05 -0.01 -0.02 0.083
H -2.302678 8.989441 -1.113076 -0.01 -0.02 -0.05 0.065
H -5.142448 -3.361041 5.897271 0.00 -0.01 -0.07 0.079
H -4.699021 -2.821833 3.350280 -0.07 0.10 -0.08 0.065
H -6.176700 -3.417153 2.568524 0.01 -0.01 0.00 0.083
H 1.035671 -1.323229 4.936983 0.29 -0.17 -0.21 0.091
H -4.853000 0.701202 -4.141341 -0.14 0.02 -0.09 0.099
H 0.412448 -2.894515 -2.345117 0.05 0.04 0.01 0.076
H -5.026166 4.315240 -4.588959 -0.05 0.15 0.02 0.113
H -3.016174 2.878552 -4.033919 0.04 0.01 0.00 0.072
H -0.517074 0.296470 -1.108285 -0.11 0.16 0.08 0.050
H -4.705824 -7.270654 2.922596 -0.02 0.00 0.07 0.087
H -5.063470 8.011887 -1.338061 -0.06 0.02 0.02 0.058
H -6.972298 -6.894682 2.650674 -0.13 0.02 0.06 0.111
H -5.984509 -1.281105 -5.182312 0.03 -0.02 -0.01 0.072
H -6.218099 -8.760605 4.963063 -0.05 0.04 0.02 0.077
H 9.644510 -3.443095 1.486968 0.01 -0.02 -0.02 0.080
H -5.930117 -2.122000 -3.620944 -0.05 0.03 0.00 0.074
H 6.922269 -5.522632 1.339165 -0.17 -0.06 0.14 0.071
H -3.267051 8.121566 2.227350 -0.02 0.01 -0.01 0.073
H -1.566436 -1.481105 -3.050302 -0.05 0.04 0.05 0.106
H -1.389481 5.025819 -1.673994 -0.02 0.01 -0.08 0.064
H -4.433140 -1.755989 -4.467140 0.00 0.05 -0.07 0.068
H -5.213153 7.555594 -3.029055 -0.09 -0.01 0.00 0.051
H 3.891055 4.926232 0.156464 -0.12 -0.04 0.07 0.111
H -6.033237 9.868032 -3.575568 -0.10 0.02 0.06 0.108
H -6.668601 7.942136 -2.091912 0.01 0.00 -0.01 0.078
H 5.647082 2.464662 -0.322993 0.04 0.02 0.02 0.041
H -0.272296 6.144377 -0.916016 0.04 0.11 -0.07 0.067
H 9.365058 -5.405586 -0.063115 -0.09 -0.06 -0.09 0.115
H 5.101496 4.312751 1.292830 0.04 0.12 -0.07 0.110
H -2.023863 4.353018 -4.011958 0.03 -0.11 -0.05 0.060
H 5.625300 -6.561070 1.947341 0.03 -0.11 -0.03 0.114
H -0.053561 -0.577166 -3.207273 -0.06 -0.10 -0.11 0.093
H -2.869765 -4.653025 1.970392 0.00 0.06 0.03 0.082
H -2.973109 -2.841514 4.804062 0.13 0.13 0.05 0.094
H -3.921563 8.749170 0.703638 0.03 0.06 0.07 0.064
H 0.463031 4.159383 -3.132973 0.07 0.09 -0.08 0.106
H -7.728460 -8.842274 4.037021 0.01 -0.02 -0.02 0.075
H 4.727864 -4.312656 1.272066 -0.01 0.02 0.02 0.057
H -0.682454 -2.885377 1.720137 -0.22 -0.13 -0.33 0.116
H -0.678849 -2.574473 -0.982612 -0.02 -0.04 -0.03 0.080
H 0.814111 -1.652450 -1.141585 0.10 -0.04 -0.11 0.062
H 6.968618 1.188516 0.395444 0.14 0.10 0.05 0.078
H 7.986012 -0.839612 2.456776 0.05 0.03 -0.02 0.068
H 6.671184 -6.583421 -0.675941 0.04 0.08 0.09 0.062
H 1.634546 1.600651 3.263909 -0.41 -0.16 0.57 0.125
H -3.426083 7.065256 0.810843 0.05 -0.02 0.04 0.076
H -4.784842 -4.362556 0.702605 -0.09 0.08 -0.04 0.107
H 5.900780 4.047128 -1.075763 0.02 -0.02 0.01 0.078
H -4.500424 -2.623486 0.865161 0.13 -0.01 -0.06 0.113
H -2.908857 -2.405878 7.600580 -0.01 0.04 -0.05 0.080
H -3.763317 4.524785 -5.809661 -0.05 -0.08 0.00 0.109
H 9.805899 -3.950014 -0.968370 0.08 -0.06 0.07 0.109
H 7.545915 -3.701355 -1.399283 -0.02 -0.05 0.06 0.086
H -5.868565 10.317511 -1.872305 0.11 0.10 -0.02 0.109
H -3.763742 9.439549 -3.542486 -0.03 0.03 0.03 0.078
H 3.424902 -3.602217 -5.623753 0.03 0.01 0.02 0.075
H -6.175487 -9.200039 3.261579 -0.08 0.00 -0.05 0.073
H 8.388237 -2.572680 0.584243 0.06 -0.02 -0.02 0.049
H -3.288933 4.133070 -2.809728 -0.04 -0.06 -0.01 0.078
H 7.927781 0.916587 2.701091 -0.02 -0.01 0.02 0.076
H -3.088822 6.381152 -4.592485 -0.04 -0.05 0.04 0.079
H -6.998720 -6.462566 4.366820 0.10 0.09 -0.01 0.114
H 3.889228 2.352089 1.330220 -0.06 -0.07 -0.15 0.051
```
Forces are in eV/Å.

Properties
2S+1 ... 1
E_tot ... -2879.61430 Ha

# C4H6EuO3

A molecular structure, C4H6EuO3 at a distorted geometry (ωB97M-V/def2-TZVPD, OMol25).

```
14
Properties=species:S:1:pos:R:3:forces:R:3:lowdin_spin:R:1
Eu 2.733728 -1.101499 -2.167947 0.11 -0.13 -0.15 7.014
O -0.343048 0.196965 1.040335 0.70 -0.75 -0.63 0.169
O -1.311050 0.023137 -0.864336 0.01 -0.41 0.48 -0.001
O 0.884596 -0.437986 -0.748443 1.34 -0.47 -0.44 -0.004
C 0.473574 1.004500 1.639049 0.08 1.63 1.66 0.324
C -0.192395 -0.106858 -0.300423 -2.14 1.02 0.00 0.015
C 1.060935 0.590240 2.841710 0.36 -0.39 0.12 0.442
C -1.581525 -0.654677 -2.122150 0.00 -0.16 -0.81 0.000
H 0.561150 2.073909 1.366373 0.07 -0.64 -0.63 0.010
H -1.015619 -0.155098 -2.915554 -0.28 -0.03 0.09 0.000
H 0.918223 -0.436074 3.183283 -0.08 0.23 0.20 0.015
H -2.656676 -0.547185 -2.269528 0.23 -0.04 -0.05 0.000
H -1.295101 -1.706983 -2.022679 -0.19 0.18 0.03 0.000
H 1.763208 1.257608 3.340311 -0.22 -0.06 0.14 0.016
```
Forces are in eV/Å.

Properties
2S+1 ... 9
E_tot ... -1090.81827 Ha
Net charge ... +3
Energy above the lowest of the compared OMol25 structures with the same formula, charge and spin ... 0.00 kcal/mol

# C22H39BrF3N12O7P

5 unconnected molecules or ions with the total composition C22H39BrF3N12O7P at a distorted geometry (ωB97M-V/def2-TZVPD, OMol25).

```
85
Properties=species:S:1:pos:R:3:forces:R:3:lowdin_charge:R:1
Br 1.775344 4.794689 0.112083 -0.52 -0.18 -0.59 0.276
P 0.042057 3.684602 1.054430 -0.82 -0.60 1.88 0.568
F -4.600286 -0.820942 5.055578 1.08 0.70 -0.88 0.057
F -3.538441 -0.804278 3.125760 0.20 1.31 1.40 0.092
F -3.696739 1.080141 4.403064 0.48 -1.68 -0.60 0.105
O 1.913299 -3.854924 -1.861254 0.03 0.90 -0.10 0.093
O 2.887017 -1.827081 -1.855939 -1.42 0.23 -0.52 0.060
O -3.055409 -6.648171 2.036656 -0.04 -0.64 -0.09 0.011
O 5.899913 7.027674 -1.019828 -0.01 0.05 -0.06 0.024
O 0.339390 3.057686 -5.839491 0.20 0.69 -0.66 0.003
O 1.395674 0.289073 6.235310 0.77 0.16 0.46 0.005
O -1.419446 4.370145 0.505832 1.15 -1.34 -0.24 -0.388
N 0.536315 4.366675 -7.679085 0.05 0.43 0.02 0.152
N -0.644410 -2.679080 3.481862 0.84 0.50 -1.60 -0.004
N 0.243277 2.101886 -7.889966 -0.02 -0.42 -0.01 0.164
N -0.427930 0.965151 2.522180 0.02 -2.97 -0.36 0.146
N -2.297524 -7.991212 0.378065 0.38 0.06 -0.20 0.154
N -2.519360 0.648006 -5.012567 0.29 -0.42 0.82 -0.028
N -0.237992 -1.796399 1.287495 -0.44 3.30 2.39 0.184
N 3.840603 6.773741 -1.927276 -0.18 -0.24 0.08 0.141
N -4.322709 -8.406202 1.375736 -0.40 -0.12 0.15 0.149
N 2.980207 1.550846 7.248292 -0.16 0.26 0.29 0.158
N 3.579678 -0.074875 5.749210 0.06 -0.33 -0.25 0.159
N 5.252553 8.416419 -2.688951 0.25 0.37 -0.23 0.140
C 2.575601 0.569855 6.400307 0.05 0.04 0.02 -0.652
C -0.477819 -1.531912 2.591631 0.17 -0.66 -0.25 -0.205
C 5.054675 7.380872 -1.823309 0.05 -0.15 0.17 -0.695
C -0.063486 -0.598561 0.603937 0.61 1.02 -2.59 -0.126
C -1.660259 0.424238 -3.814022 1.09 0.35 -0.67 -0.270
C -2.232975 -0.721966 5.210727 0.26 0.42 0.58 -0.077
C -3.214636 -7.616780 1.312478 0.01 0.08 0.12 -0.668
C 0.511870 0.470178 -1.699456 -0.44 -0.32 1.85 -0.138
C 0.104044 1.939858 0.322840 0.34 -0.13 -2.77 -0.336
C 0.886429 0.322097 -3.202509 0.25 1.00 -0.12 -0.156
C -0.890155 -0.041110 4.753077 -0.24 -0.05 -1.01 -0.119
C -0.134190 0.742422 1.180147 0.22 0.49 -0.94 -0.205
C 0.259180 -0.695670 -0.861609 0.04 1.38 -0.21 -0.062
C -0.592149 -0.175784 3.221567 0.03 0.52 -0.24 -0.151
C 0.325558 -2.118254 -1.509986 -0.03 1.54 -0.06 -0.045
C -3.484504 -0.278698 4.403970 -0.77 -1.11 1.15 -0.504
C -0.203540 0.870628 -4.212611 -0.01 -0.62 0.28 -0.202
C 1.776160 -2.659098 -1.741103 -0.51 -1.70 0.12 -0.452
C 0.419524 1.845516 -1.094735 -0.51 -3.01 1.70 -0.039
C -2.348069 -3.948094 2.033045 0.11 -0.07 0.78 -0.098
C -0.911801 -3.927659 2.724839 -0.98 -1.52 0.19 -0.258
C 0.371136 3.168084 -7.055960 0.01 0.01 0.03 -0.663
H -0.983364 1.056314 4.976938 0.25 -1.01 -0.39 0.124
H -0.328361 -2.850521 -0.966535 1.15 0.58 -0.33 0.123
H 0.013943 0.376489 -5.207914 -0.22 0.59 0.96 0.103
H -4.472804 -9.205954 0.789891 0.03 0.05 0.01 0.092
H -2.408297 -8.782950 -0.227091 -0.02 0.04 0.04 0.093
H 4.571261 8.723345 -3.357288 0.01 -0.04 0.05 0.088
H 0.607319 2.724956 -1.753524 -0.19 -0.72 0.83 0.093
H 4.551625 0.140268 5.869912 -0.06 0.03 -0.01 0.098
H 0.118213 1.199133 -7.464491 -0.05 0.09 -0.05 0.097
H -3.000830 -4.652836 2.611450 0.71 0.87 -0.63 0.047
H 3.656236 6.005100 -1.305126 0.02 0.11 -0.14 -0.003
H -2.413535 -0.386756 6.274760 0.00 -0.21 -1.15 0.136
H -2.055573 3.625527 0.561611 0.19 0.55 -0.27 0.046
H -0.089639 1.978623 -4.399582 -0.44 -1.63 0.67 0.076
H 2.264207 2.049771 7.746989 0.08 -0.04 -0.06 0.109
H 3.132463 7.049541 -2.581369 0.02 -0.01 0.05 0.092
H 3.940389 1.797833 7.398450 -0.04 -0.02 -0.05 0.097
H -1.982855 1.021851 -2.919844 0.16 -0.77 -0.54 0.112
H -2.290232 -4.374537 0.999997 -0.10 0.71 0.84 0.066
H -2.477875 1.637272 -5.258775 -0.33 -0.33 0.12 0.062
H 1.162114 -0.716615 -3.508214 -0.34 0.85 0.57 0.091
H 6.137516 8.889614 -2.641836 -0.10 -0.06 0.01 0.101
H 0.564968 4.478881 -8.675221 -0.01 -0.04 0.05 0.094
H 0.282871 -2.818933 3.905597 -0.57 0.26 0.32 0.129
H 1.817084 0.944905 -3.369830 -0.85 -0.71 0.21 0.129
H 0.027322 -0.394011 5.312419 -1.64 0.13 -0.64 0.080
H -2.187482 -1.841321 5.262025 -0.12 1.13 -0.51 0.120
H -0.956997 -4.754586 3.495256 0.25 0.94 -0.68 0.113
H -0.090896 -4.231189 2.017762 -0.76 0.62 0.46 0.102
H -2.861959 -2.952653 2.084642 0.75 -0.73 -0.41 0.060
H -0.132506 -2.023028 -2.538528 0.62 -0.21 0.97 0.114
H 0.634028 5.177582 -7.093705 -0.01 -0.09 -0.06 0.105
H 3.317908 -0.806904 5.112596 0.06 0.09 0.04 0.107
H -5.022020 -8.160209 2.054137 0.08 -0.02 -0.07 0.106
H -3.474421 0.346809 -4.811106 0.29 0.49 -0.19 0.059
H -1.465878 -7.431657 0.302192 -0.08 -0.06 0.00 0.106
H -1.603891 -0.681760 -3.589088 -0.43 1.16 -0.06 0.111
H 0.266073 2.169629 -8.890084 0.00 0.03 0.05 0.096
H 3.238196 -1.970754 -2.757936 0.10 -0.15 0.75 0.127
```
Forces are in eV/Å.

Properties
2S+1 ... 1
E_tot ... -5260.56836 Ha
Structure (SMILES) ... CCNc1nc2c(CC(=O)O)c(CCCN)cc(P(O)Br)c2nc1CCC(F)(F)F.NC(N)=O.NC(N)=O.NC(N)=O.NC(N)=O

# C4H9NO

C4H9NO in the gas phase at a distorted geometry (ωB97M-V/def2-TZVPD, OMol25).

```
15
Properties=species:S:1:pos:R:3:forces:R:3:lowdin_charge:R:1
O -1.080008 2.426556 0.028229 0.07 0.42 0.08 -0.061
N -0.550770 0.271243 -0.660060 -0.01 0.51 -0.58 0.003
C -0.376009 -0.940975 0.918339 0.20 -0.42 0.53 0.127
C 0.553357 -0.034264 0.213649 -0.15 -0.11 0.08 -0.458
C -1.515456 1.242715 -0.018333 -0.14 -1.10 -0.13 -0.509
C 1.731294 -0.679463 -0.494736 0.03 0.00 -0.02 -0.045
H -0.615139 -1.876598 0.425288 0.04 0.16 0.04 0.086
H 1.409829 -1.546806 -1.082275 0.03 0.12 0.09 0.083
H 2.484890 -1.006625 0.226820 -0.11 0.04 -0.10 0.083
H 2.196891 0.045156 -1.171290 -0.07 -0.09 0.10 0.085
H -0.672408 -0.840610 1.956692 0.02 0.02 -0.13 0.071
H -2.503597 1.032549 -0.491976 0.13 0.15 0.12 0.123
H -1.606419 0.627153 0.996303 0.01 0.37 -0.16 0.124
H 0.850427 0.846822 0.793766 0.00 -0.14 -0.05 0.151
H -0.306884 0.433148 -1.640418 -0.06 0.07 0.14 0.137
```
Forces are in eV/Å.

Properties
2S+1 ... 1
E_tot ... -287.62700 Ha
Energy above the lowest of the compared OMol25 structures with the same formula, charge and spin ... 128.93 kcal/mol

> Which of these has the highest 2S+1?

C4H6EuO3